(1)
Here is C9H16AlN2PS as an isolated structure in a non-equilibrium geometry from OMol25. Energies are from ωB97M-V/def2-TZVPD.

Summary:
Energy relative to the best compared isomer or geometry (same formula, charge and spin): 0.477 eV
HOMO level (spin up / spin down): -3.40 / -4.04 eV

```
! wB97M-V def2-TZVPD RIJCOSX def2/J DEFGRID3
* xyz 0 1
C 2.30 -1.88 -2.70
C 3.05 -1.41 -1.58
C 2.60 -2.11 -0.41
C 1.59 -3.06 -0.80
C 1.36 -2.90 -2.23
Al 0.60 -1.19 -1.31
P -0.39 0.33 -2.70
H 2.51 -1.67 -3.74
H 3.90 -0.75 -1.62
H 3.06 -2.07 0.57
H 0.77 -3.57 -2.85
H 1.21 -3.88 -0.20
H -1.34 -0.42 -3.46
H 0.32 1.10 -3.68
H -1.23 1.29 -2.04
S -0.73 -1.39 0.45
C -1.06 0.19 1.12
N -0.35 1.32 0.90
C -0.50 2.56 1.68
C -1.35 2.32 2.91
C -2.57 1.52 2.52
N -2.10 0.25 1.97
H 0.34 1.30 0.16
H -0.96 3.33 1.04
H 0.50 2.92 1.94
H -1.65 3.28 3.34
H -0.77 1.79 3.67
H -3.16 2.06 1.77
H -3.22 1.29 3.37
H -2.74 -0.54 1.92
*
```

(2)
Here is C12H24Cl12 as an isolated structure in a non-equilibrium geometry from OMol25. Energies are from ωB97M-V/def2-TZVPD.

Summary:
Energy relative to the best compared isomer or geometry (same formula, charge and spin): 10.355 eV
HOMO level: -9.83 eV

```
! wB97M-V def2-TZVPD RIJCOSX def2/J DEFGRID3
* xyz 0 1
Cl 0.25 0.50 -1.66
C -0.20 0.73 0.04
C 0.15 -0.33 1.12
Cl -0.79 -1.76 0.81
H -1.27 0.91 -0.09
H 0.16 1.72 0.30
H -0.17 0.18 2.02
H 1.22 -0.57 1.13
Cl -2.32 -3.62 3.47
C -1.59 -2.77 4.88
C -0.25 -2.15 4.37
Cl -0.62 -0.91 3.20
H -1.43 -3.57 5.60
H -2.26 -2.11 5.44
H 0.53 -2.80 4.01
H 0.23 -1.67 5.23
Cl 0.28 0.59 -4.19
C 1.33 1.68 -3.22
C 2.51 0.85 -2.66
Cl 3.71 2.06 -2.22
H 0.67 2.17 -2.50
H 1.75 2.43 -3.88
H 2.97 0.20 -3.41
H 2.18 0.26 -1.81
Cl -3.49 -0.66 -3.77
C -2.49 0.74 -3.26
C -2.54 1.02 -1.77
Cl -4.25 1.43 -1.30
H -2.79 1.67 -3.75
H -1.49 0.46 -3.58
H -1.78 1.69 -1.37
H -2.14 0.10 -1.35
Cl 2.77 5.91 -0.93
C 1.46 5.01 -0.23
C 1.84 3.56 0.02
Cl 2.95 3.34 1.37
H 0.74 5.08 -1.04
H 1.15 5.50 0.70
H 2.20 3.09 -0.90
H 0.90 3.04 0.21
Cl 1.11 -5.18 -0.72
C 0.32 -3.80 0.00
C -0.52 -4.28 1.18
Cl 0.59 -4.70 2.56
H -0.36 -3.27 -0.67
H 1.13 -3.14 0.29
H -1.11 -5.16 0.93
H -1.23 -3.48 1.40
*
```

(3)
Here is a 4-piece molecular cluster, CH9O4 overall in a non-equilibrium geometry from OMol25. Energies are from ωB97M-V/def2-TZVPD.

Summary:
Energy relative to the best compared isomer or geometry (same formula, charge and spin): 1.661 eV
HOMO level: -4.25 eV

```
! wB97M-V def2-TZVPD RIJCOSX def2/J DEFGRID3
* xyz -1 1
C 0.08 0.80 0.56
O -0.44 -0.44 0.25
H 1.17 0.91 0.79
H 0.01 1.35 -0.62
H -0.41 1.44 1.26
H 3.27 -2.81 2.44
H 2.09 -3.41 1.70
O 3.11 -3.55 1.91
H 0.07 -1.21 0.72
H 0.11 -3.13 0.93
O 0.80 -2.47 1.24
H -3.41 3.87 -3.03
H -2.79 4.55 -4.16
O -3.66 4.09 -3.98
*
```

(4)
Here is C4H4AuO as an isolated structure in a non-equilibrium geometry from OMol25. Energies are from ωB97M-V/def2-TZVPD.

Summary:
HOMO level (spin up / spin down): -31.83 / -32.13 eV

```
! wB97M-V def2-TZVPD RIJCOSX def2/J DEFGRID3
* xyz 4 4
H -0.12 0.85 -1.11
C 0.99 -2.21 -0.96
C 0.31 -1.22 -0.63
C -0.44 -0.08 -0.29
C 0.22 0.99 0.52
O -0.45 1.83 1.14
H 1.57 -3.04 -1.33
H -1.51 -0.27 -0.08
H 1.27 0.84 0.84
Au -1.85 2.32 1.90
*
```

no.,E_tot (Eh)
1,-1443.8644
2,-5993.5895
3,-344.4339
4,-363.0468